[1]
The following is a quantum chemistry calculation of C5H10N2O in the gas phase in a non-equilibrium geometry, from OMol25.

```
! RIJCOSX wB97M-V def2-TZVPD def2/J DEFGRID3
* xyz 0 1
C -1.32 -0.31 0.57
C -0.09 -1.36 0.05
C 1.79 0.38 -0.08
C 0.47 1.05 -0.42
C -0.49 0.95 0.73
H -2.83 -0.85 -0.62
H -1.70 -0.66 1.50
H -0.21 -2.35 0.46
H -0.43 -1.67 -1.07
H 1.84 -1.75 -0.32
H 2.54 0.41 -0.88
H 2.33 0.89 0.69
H 0.12 0.80 -1.41
H -1.01 2.39 -0.65
H 0.12 1.05 1.67
N 1.34 -1.02 0.17
N -0.27 2.21 0.07
O -2.20 -0.17 -0.45
*
```

**Gap between HOMO and LUMO**: 9.09 eV
**SMILES**: O[C@H]1CNC[C@@H]2N[C@H]21

---

[2]
The following is a quantum chemistry calculation of C5H10N2O2 in the gas phase in a non-equilibrium geometry, from OMol25.

```
! RIJCOSX wB97M-V def2-TZVPD def2/J DEFGRID3
* xyz 0 1
C -2.18 -0.88 -1.40
C -0.71 -0.80 -1.15
C -0.14 0.48 -0.59
C -0.11 -1.45 0.16
C 1.00 1.62 2.00
H -2.56 -2.03 -1.09
H -2.79 -0.20 -0.71
H -2.35 -0.66 -2.50
H -0.08 -1.03 -2.97
H -0.90 1.18 -0.07
H 0.40 1.08 -1.32
H -0.93 -1.73 0.85
H 0.28 -2.48 -0.01
H 0.73 -0.31 2.58
H 0.71 1.77 3.08
N 0.70 -0.26 0.39
N 0.77 0.36 1.64
O 0.15 -1.36 -2.08
O 1.12 2.61 1.30
*
```

**Gap between HOMO and LUMO**: 9.00 eV
**SMILES**: CC1(O)CN(NC=O)C1

---

[3]
The following is a quantum chemistry calculation of a gas-phase ion, C5H10N2O2 (charge +2) in a non-equilibrium geometry, from OMol25.

```
! RIJCOSX wB97M-V def2-TZVPD def2/J DEFGRID3
* xyz 2 1
C 0.06 -0.08 0.59
C -0.98 -0.36 -0.26
C -0.67 -0.34 -1.67
C 1.20 -0.28 1.82
C 0.30 0.48 -2.41
N -2.28 -0.43 0.06
N 1.76 0.87 2.58
O -1.47 -1.09 -2.39
O 1.38 -0.12 0.39
H 1.48 -1.28 2.28
H 1.27 0.45 -1.93
H 0.30 0.06 -3.44
H -0.07 1.48 -2.32
H -3.00 -0.36 -0.60
H -2.55 -0.87 0.89
H -2.21 -1.57 -1.90
H 1.21 1.06 3.42
H 1.56 1.75 1.95
H 2.72 0.64 2.95
*
```

**Gap between HOMO and LUMO (alpha / beta)**: 7.92 / 7.92 eV

---

- Number 2 is which compound?
  C5H10N2O2

---

- Number 3 is which compound?
  C5H10N2O2